[1]
{
  "formula": "C4H9NO",
  "method": "ωB97M-V/def2-TZVPD",
  "orbital_gap_ev": 9.7,
  "e_lumo_ha": 0.0262,
  "fmax_ev_per_a": 3.1,
  "smiles": "C/N=C/[C@@H](C)O",
  "de_lowest_kj_mol": 360.4,
  "symbols": ["C", "N", "C", "C", "C", "O", "H", "H", "H", "H", "H", "H", "H", "H", "H"],
  "positions_angstrom": [[-2.108025, 0.945512, -0.174199], [-0.848688, 0.801521, 0.548285], [-0.143162, 0.334370, -0.385692], [0.641673, -0.856492, -0.036584], [2.080148, -0.408264, 0.033385], [0.190635, -1.409867, 1.168292], [-2.664941, -0.001799, -0.137579], [-2.157879, 1.359638, -1.190584], [-2.404814, 1.612978, 0.596958], [-0.009855, 0.841460, -1.350553], [0.506028, -1.596419, -0.836733], [2.691278, -1.256177, 0.321681], [2.421804, -0.022582, -0.933231], [2.173862, 0.377496, 0.790429], [-0.368064, -0.721377, 1.586126]],
  "atomic_forces_ev_per_a": [[-1.81, 1.97, 1.63], [0.32, -1.58, -1.74], [2.06, -0.34, 0.73], [0.84, -0.31, -0.24], [0.68, -0.16, 0.12], [0.16, -0.10, 0.19], [0.20, 0.35, -0.01], [0.45, 0.04, 0.22], [-2.92, 1.03, -0.34], [-0.60, -0.58, -0.35], [0.08, 0.01, 0.00], [0.31, -0.02, 0.02], [0.01, -0.05, 0.13], [0.06, -0.13, -0.11], [0.14, -0.14, -0.26]]
}

[2]
{
  "formula": "C4H9NO",
  "method": "ωB97M-V/def2-TZVPD",
  "orbital_gap_ev": 10.7,
  "e_lumo_ha": 0.0332,
  "fmax_ev_per_a": 0.4,
  "smiles": "CC(C)C(N)=O",
  "de_lowest_kj_mol": 25.3,
  "symbols": ["C", "C", "C", "C", "N", "O", "H", "H", "H", "H", "H", "H", "H", "H", "H"],
  "positions_angstrom": [[-0.060223, 0.914701, -1.480452], [-0.313530, -0.082495, -0.334885], [0.554384, -1.347509, -0.480038], [-0.093158, 0.678741, 0.999690], [-0.355991, 0.055941, 2.187583], [0.307578, 1.832178, 1.028262], [0.779273, 0.601325, -2.109126], [0.201653, 1.873548, -1.034188], [-0.934816, 1.067150, -2.118982], [-1.362544, -0.410997, -0.365244], [0.403454, -2.069566, 0.330648], [0.320539, -1.856800, -1.425699], [1.617124, -1.083548, -0.504543], [-0.813715, -0.831526, 2.316023], [-0.250028, 0.658859, 2.990952]],
  "atomic_forces_ev_per_a": [[0.02, 0.01, -0.10], [-0.02, 0.11, 0.00], [0.05, 0.03, 0.10], [0.04, 0.15, 0.01], [-0.01, -0.03, -0.01], [-0.05, -0.41, 0.05], [-0.16, -0.04, 0.06], [-0.02, -0.02, -0.23], [0.10, -0.17, 0.08], [0.14, 0.14, 0.20], [-0.01, 0.15, -0.08], [0.01, 0.19, 0.25], [-0.13, -0.01, 0.04], [0.09, 0.11, -0.32], [-0.05, -0.21, -0.05]]
}

[3]
{
  "formula": "C4H9NO",
  "method": "ωB97M-V/def2-TZVPD",
  "orbital_gap_ev": 8.7,
  "e_lumo_ha": 0.0296,
  "fmax_ev_per_a": 0.3,
  "de_lowest_kj_mol": 528.6,
  "symbols": ["C", "C", "C", "N", "C", "O", "H", "H", "H", "H", "H", "H", "H", "H", "H"],
  "positions_angstrom": [[-1.343310, 0.055612, 0.984336], [-0.208775, -0.403358, 0.079387], [-0.551624, -0.385644, -1.402866], [0.974271, 0.450637, 0.288019], [2.325677, -0.071639, -0.071793], [1.807266, 0.089023, 1.343539], [-2.199779, -0.618148, 0.886194], [-1.683946, 1.062325, 0.708300], [-1.030196, 0.065095, 2.033025], [0.147295, -1.395342, 0.367162], [0.331483, -0.672552, -1.981401], [-0.890942, 0.606008, -1.727309], [-1.355494, -1.098526, -1.608578], [0.774190, 1.450294, 0.323700], [2.903880, 0.866208, -0.221710]],
  "atomic_forces_ev_per_a": [[-0.03, 0.01, 0.03], [-0.09, -0.09, 0.00], [0.02, 0.01, -0.05], [-0.22, 0.06, -0.18], [0.06, 0.31, 0.02], [0.10, -0.06, 0.24], [0.14, 0.08, 0.01], [0.06, -0.14, 0.03], [-0.04, -0.01, -0.15], [-0.04, 0.11, -0.04], [-0.15, 0.04, 0.06], [0.05, -0.12, 0.06], [0.10, 0.11, 0.04], [0.08, -0.10, -0.08], [-0.05, -0.21, 0.00]]
}

[4]
{
  "formula": "C4H9NO",
  "method": "ωB97M-V/def2-TZVPD",
  "orbital_gap_ev": 9.6,
  "e_lumo_ha": 0.0327,
  "fmax_ev_per_a": 1.6,
  "smiles": "CNCCC=O",
  "de_lowest_kj_mol": 207.8,
  "symbols": ["C", "N", "C", "C", "C", "O", "H", "H", "H", "H", "H", "H", "H", "H", "H"],
  "positions_angstrom": [[0.654972, 1.209774, 1.915607], [0.899570, 0.030561, 1.091464], [0.506278, 0.063814, -0.319874], [-0.730606, -0.719338, -0.780450], [-0.953145, -0.848297, -2.252497], [-0.232653, -0.608270, -3.181951], [1.315323, 1.970354, 1.450826], [1.019042, 1.005670, 2.940851], [-0.350111, 1.557916, 2.140044], [0.562870, -0.804484, 1.554124], [1.369223, -0.368662, -0.839939], [0.408507, 1.103875, -0.622196], [-0.843447, -1.717299, -0.337732], [-1.726531, -0.466266, -0.337012], [-1.899296, -1.409347, -2.421265]],
  "atomic_forces_ev_per_a": [[1.42, -0.10, 0.31], [-1.05, -0.38, 0.49], [0.40, -0.42, 0.13], [-0.85, 0.40, 1.12], [-0.43, -1.52, 0.09], [0.23, 0.60, 0.38], [-0.76, 0.15, 0.65], [0.34, 0.03, -0.56], [-0.55, 0.12, -0.83], [0.02, -0.03, -0.12], [-0.29, 0.22, -0.41], [0.06, 0.07, -0.13], [1.05, -0.56, -0.45], [0.57, 1.15, -0.38], [-0.17, 0.27, -0.28]]
}

[5]
{
  "formula": "C4H9NO",
  "method": "ωB97M-V/def2-TZVPD",
  "orbital_gap_ev": 7.6,
  "e_lumo_ha": 0.0126,
  "fmax_ev_per_a": 0.2,
  "smiles": "C[NH+](C)/C=C/[O-]",
  "de_lowest_kj_mol": 319.0,
  "symbols": ["C", "N", "C", "C", "C", "O", "H", "H", "H", "H", "H", "H", "H", "H", "H"],
  "positions_angstrom": [[-1.401678, -0.917454, -0.341726], [-0.280095, -0.195236, 0.309824], [-0.597795, 1.258994, 0.377404], [0.969989, -0.499473, -0.436932], [2.184565, 0.081518, -0.061363], [3.306162, -0.217453, -0.481932], [-1.419782, -0.600390, -1.385380], [-2.344897, -0.680925, 0.156304], [-1.199769, -1.988418, -0.293641], [-0.241623, -0.527509, 1.280785], [-1.573693, 1.399603, 0.854141], [0.175519, 1.768567, 0.951201], [-0.594550, 1.633237, -0.645977], [0.924098, -1.448151, -0.953861], [2.093552, 0.933088, 0.671153]],
  "atomic_forces_ev_per_a": [[-0.05, -0.07, -0.07], [-0.04, 0.04, 0.11], [0.04, 0.11, -0.01], [0.16, -0.10, 0.03], [-0.13, 0.09, 0.03], [-0.17, 0.07, 0.10], [-0.04, -0.04, 0.13], [0.15, -0.02, -0.03], [-0.04, 0.15, 0.00], [0.04, 0.01, -0.15], [0.16, -0.04, -0.06], [-0.11, -0.09, -0.12], [-0.03, -0.02, 0.11], [-0.02, 0.08, 0.01], [0.06, -0.16, -0.09]]
}

[6]
{
  "formula": "C4H9NO",
  "method": "ωB97M-V/def2-TZVPD",
  "orbital_gap_ev": [8.9, 8.9],
  "e_lumo_ha": [0.0016, 0.0016],
  "fmax_ev_per_a": 0.4,
  "de_lowest_kj_mol": 745.4,
  "symbols": ["C", "C", "C", "O", "C", "N", "H", "H", "H", "H", "H", "H", "H", "H", "H"],
  "positions_angstrom": [[0.645886, 0.909365, -0.956920], [-0.184188, 0.274678, 0.027393], [-1.238124, -0.688810, -0.484239], [-1.901131, -1.393603, 0.524101], [0.857433, -0.219356, 0.928749], [-0.212932, 0.418879, 1.540572], [1.486170, -0.365783, -1.041365], [0.284103, 0.971817, -1.983349], [1.294663, 1.730687, -0.664529], [-1.946497, -0.128409, -1.116510], [-0.713236, -1.411975, -1.127569], [-1.796573, -0.868392, 1.333385], [1.831574, 0.262920, 1.032021], [1.487424, -1.110873, -0.330405], [0.003238, 1.307221, 1.994111]],
  "atomic_forces_ev_per_a": [[-0.13, 0.23, 0.02], [0.06, -0.21, -0.32], [0.17, 0.14, -0.29], [-0.09, 0.07, 0.19], [0.03, 0.18, 0.13], [0.09, 0.15, 0.20], [0.06, -0.18, 0.09], [0.07, -0.06, 0.14], [-0.09, -0.15, 0.00], [0.07, -0.08, 0.12], [-0.03, 0.08, 0.05], [-0.01, -0.13, -0.06], [-0.12, -0.10, -0.07], [-0.05, 0.13, -0.15], [-0.02, -0.08, -0.05]]
}

[7]
{
  "formula": "C4H9NO",
  "method": "ωB97M-V/def2-TZVPD",
  "orbital_gap_ev": 10.3,
  "e_lumo_ha": 0.0304,
  "fmax_ev_per_a": 2.0,
  "smiles": "C=CC.NC=O",
  "de_lowest_kj_mol": 211.0,
  "symbols": ["C", "C", "C", "H", "H", "H", "H", "H", "H", "N", "C", "O", "H", "H", "H"],
  "positions_angstrom": [[1.992265, -1.039676, -0.491672], [1.615751, 0.138834, -1.020707], [0.310895, 0.405023, -1.731396], [3.052062, -1.136449, -0.286231], [1.234652, -1.747323, -0.199535], [2.119972, 1.079808, -0.793811], [-0.176702, 1.278292, -1.269740], [-0.520014, -0.290381, -1.559159], [0.408121, 0.593472, -2.798237], [-1.548248, -0.367144, 2.180860], [-1.843741, 0.619240, 1.307447], [-2.922128, 0.984896, 0.907085], [-2.224335, -1.031223, 2.521913], [-0.588512, -0.372572, 2.483310], [-0.910038, 0.885202, 0.749874]],
  "atomic_forces_ev_per_a": [[0.15, 1.85, -0.35], [-1.18, -0.34, 0.32], [-1.28, 0.48, 1.44], [-0.24, -0.30, 0.88], [0.22, -0.82, -0.76], [0.99, -0.48, -0.84], [0.46, 0.40, -0.46], [0.63, -0.73, -0.28], [0.21, -0.04, 0.01], [0.11, 0.14, 0.35], [0.43, -0.53, -1.90], [-0.15, -0.07, 0.57], [-0.02, 0.30, 0.26], [-0.14, -0.54, 0.09], [-0.20, 0.68, 0.67]]
}

[8]
{
  "formula": "C4H9NO",
  "method": "ωB97M-V/def2-TZVPD",
  "orbital_gap_ev": 10.2,
  "e_lumo_ha": 0.0296,
  "fmax_ev_per_a": 0.9,
  "smiles": "C=C=NC.CO",
  "de_lowest_kj_mol": 274.6,
  "symbols": ["C", "C", "N", "C", "H", "H", "H", "H", "H", "C", "O", "H", "H", "H", "H"],
  "positions_angstrom": [[-2.810357, -0.159240, -0.071158], [-1.556677, 0.208010, -0.015528], [-0.381222, 0.509968, 0.144671], [0.041591, 1.904363, 0.188021], [-3.416261, -0.020182, 0.817454], [-3.242576, -0.589364, -0.963907], [-0.767929, 2.588338, -0.088518], [0.332211, 2.087969, 1.225802], [0.915117, 2.075909, -0.445071], [2.083446, -1.545139, -0.349623], [1.405826, -1.540511, 0.878145], [1.495072, -1.997121, -1.164685], [2.987164, -2.144162, -0.212352], [2.392325, -0.539503, -0.685218], [0.632189, -0.965375, 0.758908]],
  "atomic_forces_ev_per_a": [[0.08, 0.02, -0.03], [0.34, 0.16, 0.14], [-0.88, -0.18, 0.01], [0.08, 0.23, 0.03], [0.07, -0.25, -0.07], [0.01, 0.23, 0.00], [0.14, -0.06, -0.01], [0.04, 0.14, -0.17], [-0.15, -0.14, 0.05], [0.35, -0.11, -0.39], [-0.21, 0.00, 0.10], [0.06, 0.04, 0.18], [-0.06, 0.07, -0.10], [-0.09, -0.16, 0.17], [0.20, 0.01, 0.11]]
}

[9]
{
  "formula": "C4H9NO",
  "method": "ωB97M-V/def2-TZVPD",
  "orbital_gap_ev": 9.1,
  "e_lumo_ha": 0.0262,
  "fmax_ev_per_a": 4.7,
  "de_lowest_kj_mol": 545.7,
  "symbols": ["C", "C", "C", "C", "H", "H", "H", "H", "H", "H", "H", "H", "H", "N", "O"],
  "positions_angstrom": [[-1.590928, -0.533016, -0.552428], [-0.623661, -0.170132, 0.681289], [0.996193, -0.334341, 0.565173], [0.336221, 1.025347, 0.520085], [-0.699963, -1.278322, -1.264447], [-2.627670, -1.233925, -0.008793], [-2.024711, 0.644292, -1.198215], [-1.030790, -0.288686, 1.677414], [1.424563, -0.548395, 1.498001], [1.832208, -1.818210, -0.429948], [2.250227, -0.309943, -1.037697], [0.165025, 1.634055, 1.491157], [-0.375826, 2.316758, -0.739246], [1.504945, -0.833034, -0.602881], [0.464162, 1.727548, -0.599469]],
  "atomic_forces_ev_per_a": [[0.70, -0.70, 0.39], [0.10, 0.04, -2.57], [-3.42, 2.20, 1.14], [-1.62, -0.97, 4.07], [-3.47, 2.43, 1.57], [3.35, 2.32, -2.26], [1.34, -4.10, 1.92], [0.02, 0.04, -0.09], [0.75, -0.53, 1.13], [-0.39, 1.47, -0.59], [-0.01, 0.20, 0.09], [1.35, -0.71, -1.44], [2.31, -1.69, 0.32], [1.18, -2.86, -1.21], [-2.19, 2.85, -2.47]]
}

Q: Number 3 is which compound?
A: C4H9NO

Please write out number 4 again, unchanged.
{
  "formula": "C4H9NO",
  "method": "ωB97M-V/def2-TZVPD",
  "orbital_gap_ev": 9.6,
  "e_lumo_ha": 0.0327,
  "fmax_ev_per_a": 1.6,
  "smiles": "CNCCC=O",
  "de_lowest_kj_mol": 207.8,
  "symbols": ["C", "N", "C", "C", "C", "O", "H", "H", "H", "H", "H", "H", "H", "H", "H"],
  "positions_angstrom": [[0.654972, 1.209774, 1.915607], [0.899570, 0.030561, 1.091464], [0.506278, 0.063814, -0.319874], [-0.730606, -0.719338, -0.780450], [-0.953145, -0.848297, -2.252497], [-0.232653, -0.608270, -3.181951], [1.315323, 1.970354, 1.450826], [1.019042, 1.005670, 2.940851], [-0.350111, 1.557916, 2.140044], [0.562870, -0.804484, 1.554124], [1.369223, -0.368662, -0.839939], [0.408507, 1.103875, -0.622196], [-0.843447, -1.717299, -0.337732], [-1.726531, -0.466266, -0.337012], [-1.899296, -1.409347, -2.421265]],
  "atomic_forces_ev_per_a": [[1.42, -0.10, 0.31], [-1.05, -0.38, 0.49], [0.40, -0.42, 0.13], [-0.85, 0.40, 1.12], [-0.43, -1.52, 0.09], [0.23, 0.60, 0.38], [-0.76, 0.15, 0.65], [0.34, 0.03, -0.56], [-0.55, 0.12, -0.83], [0.02, -0.03, -0.12], [-0.29, 0.22, -0.41], [0.06, 0.07, -0.13], [1.05, -0.56, -0.45], [0.57, 1.15, -0.38], [-0.17, 0.27, -0.28]]
}

Q: What is the formula in the second record?
A: C4H9NO